Here is a 15-piece molecular cluster, C60H120O30S15 overall at a distorted geometry from the Open Molecules 2025 dataset. Energies are from wB97M-V/def2-TZVPD.

Bonds (Å) are listed after each position.
Cartesian coordinates (Å):
1 C -0.0299 -0.2952 1.1653  C2 1.499, C7 1.534, H8 1.090, H9 1.090
2 C 0.9921 -0.7465 0.1655  C1 1.499, C3 1.445, H10 1.090, H11 1.090
3 C 0.3248 -1.6616 -0.7324  C2 1.445, S4 1.888, H12 1.090, H13 1.090
4 S -1.3171 -0.7888 -1.0600  C3 1.888, O5 1.438, O6 1.517, C7 1.840
5 O -2.3729 -1.7639 -1.1117  S4 1.438
6 O -0.9240 0.0517 -2.2600  S4 1.517
7 C -1.2340 0.2982 0.4227  C1 1.534, S4 1.840, H14 1.090, H15 1.090
8 H 0.1129 0.5466 1.8429  C1 1.090
9 H -0.3604 -1.1238 1.7917  C1 1.090
10 H 1.8792 -1.2723 0.5188  C2 1.090
11 H 1.2815 0.1046 -0.4509  C2 1.090
12 H 0.1396 -2.6642 -0.3468  C3 1.090
13 H 0.7767 -1.8222 -1.7112  C3 1.090
14 H -2.1966 0.3311 0.9329  C7 1.090
15 H -0.8212 1.2305 0.0373  C7 1.090
16 C -6.9660 5.1272 -4.0731  C17 1.525, C22 1.548, H23 1.090, H24 1.090
17 C -7.7785 3.8460 -4.2253  C16 1.525, C18 1.518, H25 1.090, H26 1.090
18 C -6.9666 2.6784 -4.7555  C17 1.518, S19 1.829, H27 1.090, H28 1.090
19 S -5.2332 3.2497 -4.6407  C18 1.829, O20 1.442, O21 1.454, C22 1.831
20 O -4.8021 3.5637 -5.9799  S19 1.442
21 O -4.4429 2.4141 -3.7503  S19 1.454
22 C -5.5309 4.7485 -3.6320  C16 1.548, S19 1.831, H29 1.090, H30 1.090
23 H -7.4250 5.8547 -3.4036  C16 1.090
24 H -6.8173 5.5173 -5.0800  C16 1.090
25 H -8.4915 4.0640 -5.0204  C17 1.090
26 H -8.3013 3.4786 -3.3423  C17 1.090
27 H -7.1303 2.6353 -5.8323  C18 1.090
28 H -7.0819 1.7385 -4.2156  C18 1.090
29 H -4.8016 5.5542 -3.7161  C22 1.090
30 H -5.6701 4.6270 -2.5578  C22 1.090
31 C -6.9948 -0.7822 -0.5302  C32 1.509, C37 1.609, H38 1.090, H39 1.090
32 C -8.4998 -0.8863 -0.4865  C31 1.509, C33 1.605, H40 1.090, H41 1.090
33 C -9.2390 0.5367 -0.5488  C32 1.605, S34 1.876, H42 1.090, H43 1.090
34 S -7.9027 1.6679 0.1241  C33 1.876, O35 1.515, O36 1.437, C37 1.901
35 O -7.9963 1.7475 1.6337  S34 1.515
36 O -7.8613 2.8704 -0.6611  S34 1.437
37 C -6.3321 0.6442 -0.1923  C31 1.609, S34 1.901, H44 1.090, H45 1.090
38 H -6.6084 -1.0385 -1.5167  C31 1.090
39 H -6.5590 -1.4813 0.1835  C31 1.090
40 H -8.8284 -1.3132 0.4611  C32 1.090
41 H -8.8370 -1.4083 -1.3819  C32 1.090
42 H -10.1243 0.6270 0.0807  C33 1.090
43 H -9.3199 0.9664 -1.5473  C33 1.090
44 H -5.6649 0.7044 0.6675  C37 1.090
45 H -5.8735 1.0839 -1.0780  C37 1.090
46 C 5.0093 1.7257 4.0617  C47 1.580, C52 1.475, H53 1.090, H54 1.090
47 C 5.3395 2.8208 5.1517  C46 1.580, C48 1.565, H55 1.090, H56 1.090
48 C 6.8548 3.1703 5.3242  C47 1.565, S49 1.760, H57 1.090, H58 1.090
49 S 7.5418 2.7614 3.7564  C48 1.760, O50 1.467, O51 1.486, C52 1.900
50 O 8.6717 1.8402 3.9234  S49 1.467
51 O 7.5149 3.9484 2.8625  S49 1.486
52 C 6.1792 1.5708 3.1767  C46 1.475, S49 1.900, H59 1.090, H60 1.090
53 H 4.2088 2.1623 3.4644  C46 1.090
54 H 4.7291 0.7996 4.5637  C46 1.090
55 H 4.9609 2.3958 6.0813  C47 1.090
56 H 4.7052 3.6777 4.9249  C47 1.090
57 H 7.3292 2.5953 6.1195  C48 1.090
58 H 7.1984 4.2009 5.4130  C48 1.090
59 H 6.5636 0.5965 3.4786  C52 1.090
60 H 5.9812 1.5813 2.1048  C52 1.090
61 C 2.6630 2.6361 0.9486  C62 1.522, C67 1.558, H68 1.090, H69 1.090
62 C 2.3418 3.5875 2.0917  C61 1.522, C63 1.528, H70 1.090, H71 1.090
63 C 1.0456 4.3591 1.8473  C62 1.528, S64 1.927, H72 1.090, H73 1.090
64 S 0.8862 4.5172 -0.0670  C63 1.927, O65 1.458, O66 1.528, C67 1.841
65 O 1.3593 5.8143 -0.5369  S64 1.458
66 O -0.5157 3.9881 -0.3643  S64 1.528
67 C 2.2403 3.3124 -0.3899  C61 1.558, S64 1.841, H74 1.090, H75 1.090
68 H 2.2446 1.6426 1.1103  C61 1.090
69 H 3.7350 2.4421 0.9844  C61 1.090
70 H 3.1129 4.3016 2.3806  C62 1.090
71 H 2.4010 2.9937 3.0039  C62 1.090
72 H 0.9836 5.3774 2.2311  C63 1.090
73 H 0.2560 3.7975 2.3465  C63 1.090
74 H 3.0704 3.9272 -0.7381  C67 1.090
75 H 2.0636 2.5895 -1.1863  C67 1.090
76 C -2.7853 -1.1799 6.5249  C77 1.572, C82 1.529, H83 1.090, H84 1.090
77 C -1.8820 -0.8326 7.7640  C76 1.572, C78 1.597, H85 1.090, H86 1.090
78 C -1.3703 0.6518 7.4735  C77 1.597, S79 1.857, H87 1.090, H88 1.090
79 S -1.4297 0.8869 5.6322  C78 1.857, O80 1.484, O81 1.435, C82 1.851
80 O -0.0986 1.2087 5.0601  S79 1.484
81 O -2.5556 1.7249 5.3333  S79 1.435
82 C -2.0355 -0.8183 5.2422  C76 1.529, S79 1.851, H89 1.090, H90 1.090
83 H -3.6720 -0.5467 6.4940  C76 1.090
84 H -3.1312 -2.2077 6.4153  C76 1.090
85 H -1.0061 -1.4504 7.9623  C77 1.090
86 H -2.5808 -0.8703 8.5996  C77 1.090
87 H -0.4149 0.9030 7.9342  C78 1.090
88 H -2.1716 1.3326 7.7610  C78 1.090
89 H -1.1249 -1.4064 5.1282  C82 1.090
90 H -2.5995 -0.7373 4.3130  C82 1.090
91 C -6.2099 4.4284 2.6668  C92 1.486, C97 1.555, H98 1.090, H99 1.090
92 C -5.4266 4.9524 1.5184  C91 1.486, C93 1.533, H100 1.090, H101 1.090
93 C -4.7444 3.7032 0.9495  C92 1.533, S94 1.921, H102 1.090, H103 1.090
94 S -4.0951 2.8775 2.5582  C93 1.921, O95 1.442, O96 1.433, C97 1.807
95 O -2.7303 3.2298 2.8602  S94 1.442
96 O -4.3370 1.4714 2.4269  S94 1.433
97 C -5.1571 3.8468 3.6518  C91 1.555, S94 1.807, H104 1.090, H105 1.090
98 H -6.8953 3.7351 2.1793  C91 1.090
99 H -6.8236 5.2629 3.0061  C91 1.090
100 H -4.7830 5.8136 1.6979  C92 1.090
101 H -6.0044 5.3350 0.6771  C92 1.090
102 H -3.8760 3.7370 0.2916  C93 1.090
103 H -5.4305 2.9793 0.5098  C93 1.090
104 H -4.4887 4.6028 4.0638  C97 1.090
105 H -5.4477 3.1997 4.4794  C97 1.090
106 C 9.5530 -0.9205 1.8740  C107 1.501, C112 1.553, H113 1.090, H114 1.090
107 C 9.2674 0.1787 0.8927  C106 1.501, C108 1.530, H115 1.090, H116 1.090
108 C 8.6176 -0.5801 -0.2660  C107 1.530, S109 1.866, H117 1.090, H118 1.090
109 S 7.5131 -1.9113 0.4343  C108 1.866, O110 1.446, O111 1.453, C112 1.835
110 O 7.7283 -3.2094 -0.1659  S109 1.446
111 O 6.1706 -1.3865 0.6178  S109 1.453
112 C 8.3241 -1.8481 2.0791  C106 1.553, S109 1.835, H119 1.090, H120 1.090
113 H 9.9620 -0.3776 2.7261  C106 1.090
114 H 10.3168 -1.5273 1.3876  C106 1.090
115 H 10.1764 0.6983 0.5897  C107 1.090
116 H 8.6712 1.0078 1.2739  C107 1.090
117 H 9.5337 -1.0825 -0.5765  C108 1.090
118 H 8.1211 -0.1522 -1.1369  C108 1.090
119 H 8.6753 -2.8316 2.3913  C112 1.090
120 H 7.6536 -1.5531 2.8863  C112 1.090
121 C 1.4895 4.2812 -4.1108  C122 1.647, C127 1.513, H128 1.090, H129 1.090
122 C -0.1428 4.1980 -4.3155  C121 1.647, C123 1.507, H130 1.090, H131 1.090
123 C -0.3402 2.8044 -3.7775  C122 1.507, S124 1.808, H132 1.090, H133 1.090
124 S 0.9816 1.7499 -4.4161  C123 1.808, O125 1.497, O126 1.475, C127 1.833
125 O 0.5903 1.0688 -5.6899  S124 1.497
126 O 1.6903 1.0057 -3.3583  S124 1.475
127 C 2.0488 3.1456 -4.9392  C121 1.513, S124 1.833, H134 1.090, H135 1.090
128 H 1.9156 4.0305 -3.1394  C121 1.090
129 H 1.7912 5.2432 -4.5253  C121 1.090
130 H -0.5339 4.3500 -5.3215  C122 1.090
131 H -0.5216 5.1064 -3.8472  C122 1.090
132 H -1.2587 2.2729 -4.0264  C123 1.090
133 H -0.1171 2.8087 -2.7106  C123 1.090
134 H 1.7604 3.3581 -5.9687  C127 1.090
135 H 3.0827 2.8747 -5.1529  C127 1.090
136 C 3.1201 -5.4784 0.2835  C137 1.527, C142 1.526, H143 1.090, H144 1.090
137 C 2.9829 -6.9379 -0.1444  C136 1.527, C138 1.557, H145 1.090, H146 1.090
138 C 4.2138 -7.7202 0.3992  C137 1.557, S139 1.826, H147 1.090, H148 1.090
139 S 5.6419 -6.6119 0.1391  C138 1.826, O140 1.484, O141 1.444, C142 1.887
140 O 6.0083 -6.7193 -1.2945  S139 1.484
141 O 6.6292 -6.8542 1.1644  S139 1.444
142 C 4.5863 -5.0638 0.3662  C136 1.526, S139 1.887, H149 1.090, H150 1.090
143 H 2.5617 -5.2839 1.1992  C136 1.090
144 H 2.6056 -4.9579 -0.5243  C136 1.090
145 H 3.2089 -7.0193 -1.2076  C137 1.090
146 H 1.9991 -7.4065 -0.1193  C137 1.090
147 H 4.3959 -8.7059 -0.0290  C138 1.090
148 H 4.1992 -7.8958 1.4748  C138 1.090
149 H 4.8292 -4.3191 -0.3918  C142 1.090
150 H 4.8681 -4.6949 1.3524  C142 1.090
151 C 1.8171 -4.3223 -5.7166  C152 1.520, C157 1.567, H158 1.090, H159 1.090
152 C 1.1443 -3.2241 -4.9094  C151 1.520, C153 1.548, H160 1.090, H161 1.090
153 C 0.6989 -2.1701 -5.9518  C152 1.548, S154 1.831, H162 1.090, H163 1.090
154 S 2.2085 -1.9560 -6.9648  C153 1.831, O155 1.450, O156 1.509, C157 1.887
155 O 3.0387 -0.9739 -6.2954  S154 1.450
156 O 1.8983 -1.7211 -8.4231  S154 1.509
157 C 2.9032 -3.6811 -6.6472  C151 1.567, S154 1.887, H164 1.090, H165 1.090
158 H 0.9464 -4.6987 -6.2536  C151 1.090
159 H 2.1393 -5.0628 -4.9846  C151 1.090
160 H 1.7574 -2.6266 -4.2347  C152 1.090
161 H 0.3334 -3.4792 -4.2272  C152 1.090
162 H 0.2580 -1.2495 -5.5697  C153 1.090
163 H -0.0123 -2.5428 -6.6889  C153 1.090
164 H 3.9556 -3.5626 -6.3891  C157 1.090
165 H 2.8693 -4.2278 -7.5896  C157 1.090
166 C 5.8632 -1.4893 -3.3616  C167 1.548, C172 1.579, H173 1.090, H174 1.090
167 C 6.7408 -2.7579 -3.4854  C166 1.548, C168 1.540, H175 1.090, H176 1.090
168 C 7.9077 -2.5971 -4.4771  C167 1.540, S169 1.901, H177 1.090, H178 1.090
169 S 7.3640 -1.3114 -5.7678  C168 1.901, O170 1.466, O171 1.448, C172 1.860
170 O 6.5501 -1.9694 -6.7951  S169 1.466
171 O 8.5311 -0.5162 -6.0892  S169 1.448
172 C 6.3801 -0.4582 -4.4402  C166 1.579, S169 1.860, H179 1.090, H180 1.090
173 H 5.7616 -0.9722 -2.4074  C166 1.090
174 H 4.8308 -1.7553 -3.5885  C166 1.090
175 H 6.1101 -3.6254 -3.6799  C167 1.090
176 H 7.1945 -3.0726 -2.5456  C167 1.090
177 H 8.1936 -3.5484 -4.9259  C168 1.090
178 H 8.6870 -2.0584 -3.9381  C168 1.090
179 H 5.5745 0.2067 -4.7518  C172 1.090
180 H 7.1079 0.1380 -3.8898  C172 1.090
181 C -7.7322 0.9421 4.9533  C182 1.478, C187 1.554, H188 1.090, H189 1.090
182 C -9.0228 0.5705 5.5710  C181 1.478, C183 1.533, H190 1.090, H191 1.090
183 C -8.8154 -0.8332 6.1516  C182 1.533, S184 1.870, H192 1.090, H193 1.090
184 S -7.7277 -1.7988 4.9757  C183 1.870, O185 1.483, O186 1.483, C187 1.907
185 O -8.4543 -2.7056 4.0540  S184 1.483
186 O -6.5216 -2.3240 5.6600  S184 1.483
187 C -7.2071 -0.2117 4.0546  C181 1.554, S184 1.907, H194 1.090, H195 1.090
188 H -7.0376 1.0861 5.7809  C181 1.090
189 H -7.8821 1.8477 4.3655  C181 1.090
190 H -9.6127 0.5942 4.6547  C182 1.090
191 H -9.4161 1.1532 6.4040  C182 1.090
192 H -9.6377 -1.4316 6.5439  C183 1.090
193 H -8.3242 -0.7664 7.1223  C183 1.090
194 H -7.6494 -0.3158 3.0638  C187 1.090
195 H -6.1387 -0.3717 3.9101  C187 1.090
196 C -2.8247 -3.2467 -5.5431  C197 1.554, C202 1.495, H203 1.090, H204 1.090
197 C -2.5154 -2.0674 -4.5800  C196 1.554, C198 1.512, H205 1.090, H206 1.090
198 C -3.1964 -0.7955 -5.0340  C197 1.512, S199 1.756, H207 1.090, H208 1.090
199 S -4.7990 -1.3201 -5.5231  C198 1.756, O200 1.446, O201 1.435, C202 1.878
200 O -5.1321 -0.6677 -6.7704  S199 1.446
201 O -5.7417 -1.4259 -4.4461  S199 1.435
202 C -4.2253 -3.0371 -6.0232  C196 1.495, S199 1.878, H209 1.090, H210 1.090
203 H -2.6594 -4.2507 -5.1523  C196 1.090
204 H -2.2161 -3.3658 -6.4395  C196 1.090
205 H -1.4619 -2.0012 -4.3086  C197 1.090
206 H -2.9689 -2.3876 -3.6420  C197 1.090
207 H -2.6078 -0.4869 -5.8980  C198 1.090
208 H -3.2200 0.0306 -4.3233  C198 1.090
209 H -4.4428 -2.9780 -7.0896  C202 1.090
210 H -5.0030 -3.6948 -5.6349  C202 1.090
211 C 1.7946 -1.9391 5.2199  C212 1.508, C217 1.610, H218 1.090, H219 1.090
212 C 1.7679 -1.5907 3.7529  C211 1.508, C213 1.563, H220 1.090, H221 1.090
213 C 3.2475 -1.4702 3.2626  C212 1.563, S214 1.839, H222 1.090, H223 1.090
214 S 4.3644 -2.6352 4.1447  C213 1.839, O215 1.453, O216 1.454, C217 1.847
215 O 5.6614 -2.0229 4.3804  S214 1.453
216 O 4.2176 -3.9516 3.5447  S214 1.454
217 C 3.2287 -2.5645 5.5997  C211 1.610, S214 1.847, H224 1.090, H225 1.090
218 H 0.8842 -2.4546 5.5259  C211 1.090
219 H 1.7119 -0.9818 5.7344  C211 1.090
220 H 1.2926 -0.6129 3.6750  C212 1.090
221 H 1.1541 -2.2883 3.1832  C212 1.090
222 H 3.7039 -0.5664 3.6663  C213 1.090
223 H 3.5973 -1.3409 2.2384  C213 1.090
224 H 3.6422 -2.0146 6.4451  C217 1.090
225 H 3.0638 -3.5825 5.9527  C217 1.090

Values from the calculation:
E_HOMO (Ha): -0.35114
DFT total energy (eV): -288105.7064
ΔE to the lowest compared entry with this formula, charge and spin (kJ/mol): 813.4